16
Properties=species:S:1:pos:R:3 method="wB97M-V/def2-TZVPD" gap_ha=0.327 total_charge=0 spin_multiplicity=1 e_above_lowest_kcal_mol=92.5 largest_force_ev_per_a=3.6
C -1.24 -0.46 1.15
C 1.26 -0.09 0.40
C -0.29 0.85 -1.56
C 0.17 0.01 1.48
N 0.75 -0.43 -0.93
O -1.46 -0.87 -0.16
O 0.47 0.46 2.56
H -0.26 -1.19 -0.68
H 1.51 -0.63 -1.57
H -1.92 0.37 1.43
H -1.43 -1.29 1.86
H 1.95 -0.87 0.75
H 1.79 0.88 0.39
H -0.92 1.35 -0.84
H 0.51 1.50 -1.91
H -0.88 0.41 -2.36